No. 1
ORCA calculation (ωB97M-V/def2-TZVPD) on one molecule with the formula C5H10O.

Last columns: bonded neighbours and bond lengths (Å).
Positions of all 16 atoms, in Å:
1 C -1.60 -0.54 0.34  C2 1.512, H7 1.095, H8 1.097, H9 1.096
2 C -0.85 0.44 -0.53  C1 1.512, C3 1.499, C4 1.508, H10 1.089
3 C -0.02 1.54 0.05  C2 1.499, C4 1.509, H11 1.086, H12 1.090
4 C 0.65 0.43 -0.72  C2 1.508, C3 1.509, C5 1.527, H13 1.088
5 C 1.60 -0.55 -0.03  C4 1.527, O6 1.416, H14 1.094, H15 1.100
6 O 1.14 -1.88 0.09  C5 1.416, H16 0.963
7 H -1.73 -1.50 -0.16  C1 1.095
8 H -1.09 -0.71 1.30  C1 1.097
9 H -2.59 -0.14 0.59  C1 1.096
10 H -1.40 0.71 -1.43  C2 1.089
11 H -0.07 2.54 -0.37  C3 1.086
12 H 0.12 1.52 1.14  C3 1.090
13 H 0.96 0.70 -1.73  C4 1.088
14 H 2.51 -0.62 -0.63  C5 1.094
15 H 1.90 -0.15 0.95  C5 1.100
16 H 0.51 -1.90 0.82  O6 0.963

Summary:
- calculated total energy (eV) = -7393.477
- SMILES string = C[C@H]1C[C@H]1CO
- energy relative to the best compared isomer or geometry (same formula, charge and spin) (kJ/mol) = 124.28
- gap between HOMO and LUMO (eV) = 11.12

***

No. 2
ORCA calculation (ωB97M-V/def2-TZVPD) on a 2-piece molecular cluster, C5H10O overall at a distorted geometry.

Last columns: bonded neighbours and bond lengths (Å).
Positions of all 16 atoms, in Å:
1 C -0.37 -2.16 0.04  C2 1.327, H5 1.076, H6 1.083
2 C -0.45 -0.84 0.01  C1 1.327, C3 1.542, H7 1.104
3 C 0.69 -0.03 -0.64  C2 1.542, C4 1.541, H8 1.104, H9 1.096
4 C 1.70 0.32 0.47  C3 1.541, H10 1.095, H11 1.096, H12 1.097
5 H 0.13 -2.74 -0.72  C1 1.076
6 H -0.76 -2.63 0.94  C1 1.083
7 H -1.42 -0.72 0.52  C2 1.104
8 H 1.22 -0.71 -1.34  C3 1.104
9 H 0.48 0.88 -1.22  C3 1.096
10 H 2.04 -0.58 1.00  C4 1.095
11 H 1.23 0.98 1.21  C4 1.096
12 H 2.58 0.83 0.06  C4 1.097
13 C -1.75 1.86 -0.08  O14 1.203, H15 1.111, H16 1.102
14 O -1.79 1.21 -1.09  C13 1.203
15 H -0.84 2.37 0.29  C13 1.111
16 H -2.65 2.00 0.54  C13 1.102

Summary:
- calculated total energy (eV) = -7391.582
- SMILES string = C=CCC.C=O
- energy relative to the best compared isomer or geometry (same formula, charge and spin) (kJ/mol) = 307.15
- gap between HOMO and LUMO (eV) = 9.68

***

No. 3
ORCA calculation (ωB97M-V/def2-TZVPD) on one molecule with the formula C5H10O.

Last columns: bonded neighbours and bond lengths (Å).
Positions of all 16 atoms, in Å:
1 C 1.53 1.05 -0.17  C2 1.514, H7 1.097, H8 1.097, H9 1.099
2 C 0.82 -0.02 0.62  C1 1.514, O3 1.440, C5 1.546, H10 1.100
3 O 1.06 -1.36 0.13  C2 1.440, C4 1.434
4 C -0.34 -1.67 0.20  O3 1.434, C5 1.536, H11 1.098, H12 1.099
5 C -0.71 -0.20 0.48  C2 1.546, C4 1.536, C6 1.521, H13 1.095
6 C -1.39 0.53 -0.66  C5 1.521, H14 1.096, H15 1.096, H16 1.096
7 H 1.45 0.85 -1.25  C1 1.097
8 H 2.60 1.08 0.09  C1 1.097
9 H 1.09 2.03 0.04  C1 1.099
10 H 1.12 0.04 1.68  C2 1.100
11 H -0.71 -2.09 -0.74  C4 1.098
12 H -0.56 -2.37 1.02  C4 1.099
13 H -1.25 -0.05 1.42  C5 1.095
14 H -1.45 1.61 -0.46  C6 1.096
15 H -2.42 0.17 -0.80  C6 1.096
16 H -0.86 0.39 -1.60  C6 1.096

Summary:
- calculated total energy (eV) = -7393.682
- SMILES string = C[C@@H]1OC[C@@H]1C
- energy relative to the best compared isomer or geometry (same formula, charge and spin) (kJ/mol) = 104.50
- gap between HOMO and LUMO (eV) = 10.65

***

No. 4
ORCA calculation (ωB97M-V/def2-TZVPD) on one molecule with the formula C5H10O.

Last columns: bonded neighbours and bond lengths (Å).
Positions of all 16 atoms, in Å:
1 C 0.44 1.39 -0.40  C2 1.521, H7 1.091, H8 1.094, H9 1.093
2 C -0.16 0.05 0.01  C1 1.521, C3 1.538, C5 1.514, C6 1.520
3 C 0.82 -0.60 1.01  C2 1.538, O4 1.430, H10 1.095, H11 1.095
4 O 2.20 -0.34 0.75  C3 1.430, H12 0.967
5 C -0.95 -0.79 -0.98  C2 1.514, C6 1.500, H13 1.089, H14 1.089
6 C -1.66 -0.11 0.16  C2 1.520, C5 1.500, H15 1.091, H16 1.090
7 H 0.42 1.57 -1.47  C1 1.091
8 H -0.01 2.23 0.14  C1 1.094
9 H 1.49 1.34 -0.09  C1 1.093
10 H 0.67 -1.68 1.09  C3 1.095
11 H 0.66 -0.13 1.98  C3 1.095
12 H 2.44 -0.64 -0.14  O4 0.967
13 H -0.87 -1.88 -0.91  C5 1.089
14 H -1.11 -0.41 -1.98  C5 1.089
15 H -2.29 0.74 -0.09  C6 1.091
16 H -2.09 -0.74 0.94  C6 1.090

Summary:
- calculated total energy (eV) = -7393.358
- SMILES string = CC1(CO)CC1
- energy relative to the best compared isomer or geometry (same formula, charge and spin) (kJ/mol) = 135.74
- gap between HOMO and LUMO (eV) = 11.02

***

No. 5
ORCA calculation (ωB97M-V/def2-TZVPD) on one molecule with the formula C5H10O at a distorted geometry.

Last columns: bonded neighbours and bond lengths (Å).
Positions of all 16 atoms, in Å:
1 C 1.42 -0.33 1.28  C2 1.516, H7 1.104, H8 1.096, H9 1.094
2 C 0.83 0.00 -0.08  C1 1.516, C3 1.457, C4 1.741, H10 1.074
3 C 0.20 -1.04 -0.88  C2 1.457, C4 1.471, H11 1.082, H12 1.075
4 C -0.82 -0.01 -0.63  C2 1.741, C3 1.471, C5 1.553, O6 1.402
5 C -1.27 0.56 0.74  C4 1.553, H13 1.067, H14 1.124, H15 1.092
6 O -1.02 0.74 -1.80  C4 1.402, H16 0.962
7 H 2.43 -0.75 1.14  C1 1.104
8 H 1.51 0.53 1.94  C1 1.096
9 H 0.82 -1.09 1.80  C1 1.094
10 H 1.31 0.81 -0.60  C2 1.074
11 H 0.51 -1.06 -1.92  C3 1.082
12 H 0.06 -2.00 -0.43  C3 1.075
13 H -2.24 0.90 0.47  C5 1.067
14 H -0.79 1.43 1.26  C5 1.124
15 H -1.35 -0.19 1.53  C5 1.092
16 H -1.57 1.51 -1.63  O6 0.962

Summary:
- calculated total energy (eV) = -7391.632
- SMILES string = C[C@H]1C[C@]1(C)O
- energy relative to the best compared isomer or geometry (same formula, charge and spin) (kJ/mol) = 302.35
- gap between HOMO and LUMO (eV) = 8.27

***

No. 6
ORCA calculation (ωB97M-V/def2-TZVPD) on a 2-piece molecular cluster, C5H10O overall.

Last columns: bonded neighbours and bond lengths (Å).
Positions of all 16 atoms, in Å:
1 C -0.06 -0.73 1.74  C2 1.326, H5 1.086, H6 1.087
2 C 0.19 0.30 0.94  C1 1.326, C3 1.465, C4 1.462
3 C 1.18 0.98 0.10  C2 1.465, C4 1.532, H7 1.086, H8 1.089
4 C -0.03 1.72 0.68  C2 1.462, C3 1.532, H9 1.088, H10 1.085
5 H 0.59 -1.61 1.75  C1 1.086
6 H -0.87 -0.68 2.45  C1 1.087
7 H 2.16 1.09 0.56  C3 1.086
8 H 1.20 0.88 -0.98  C3 1.089
9 H -0.77 2.05 -0.04  C4 1.088
10 H 0.09 2.36 1.55  C4 1.085
11 C -0.48 -1.10 -1.79  O12 1.403, H13 1.093, H14 1.099, H15 1.100
12 O -1.29 -0.55 -0.79  C11 1.403, H16 0.976
13 H -1.08 -1.74 -2.43  C11 1.093
14 H -0.07 -0.28 -2.40  C11 1.099
15 H 0.36 -1.68 -1.39  C11 1.100
16 H -1.12 -1.01 0.05  O12 0.976

Summary:
- calculated total energy (eV) = -7391.727
- SMILES string = C=C1CC1.CO
- energy relative to the best compared isomer or geometry (same formula, charge and spin) (kJ/mol) = 293.17
- gap between HOMO and LUMO (eV) = 10.30

***

No. 7
ORCA calculation (ωB97M-V/def2-TZVPD) on one molecule with the formula C5H10O.

Last columns: bonded neighbours and bond lengths (Å).
Positions of all 16 atoms, in Å:
1 C -1.08 -1.59 -1.40  C2 1.495, H7 1.099, H8 1.094, H9 1.094
2 C -0.09 -0.96 -0.47  C1 1.495, C3 1.334, H10 1.092
3 C 0.66 0.12 -0.70  C2 1.334, C4 1.512, H11 1.091
4 C 1.29 0.86 0.45  C3 1.512, C5 1.558, H12 1.095, H13 1.096
5 C 0.23 1.10 1.57  C4 1.558, O6 1.412, H14 1.094, H15 1.100
6 O -1.10 1.08 1.09  C5 1.412, H16 0.967
7 H -2.06 -1.61 -0.91  C1 1.099
8 H -0.82 -2.63 -1.64  C1 1.094
9 H -1.17 -1.02 -2.33  C1 1.094
10 H -0.08 -1.37 0.54  C2 1.092
11 H 0.70 0.56 -1.70  C3 1.091
12 H 1.70 1.82 0.11  C4 1.095
13 H 2.13 0.30 0.87  C4 1.096
14 H 0.39 2.09 2.02  C5 1.094
15 H 0.34 0.35 2.36  C5 1.100
16 H -1.04 0.91 0.14  O6 0.967

Summary:
- calculated total energy (eV) = -7393.475
- SMILES string = C/C=C/CCO
- energy relative to the best compared isomer or geometry (same formula, charge and spin) (kJ/mol) = 124.48
- gap between HOMO and LUMO (eV) = 10.53

***

No. 8
ORCA calculation (ωB97M-V/def2-TZVPD) on a 2-piece molecular cluster, C5H10O overall.

Last columns: bonded neighbours and bond lengths (Å).
Positions of all 16 atoms, in Å:
1 O 1.17 0.87 -1.80  C2 1.427, H7 0.965
2 C 0.00 0.44 -1.11  O1 1.427, C3 1.515, C6 1.534, H8 1.101
3 C -0.19 1.21 0.19  C2 1.515, C4 1.332, H9 1.087
4 C 0.25 0.50 1.23  C3 1.332, C5 1.510, H10 1.086
5 C 0.81 -0.83 0.79  C4 1.510, C6 1.540, H11 1.094, H12 1.097
6 C 0.25 -0.99 -0.63  C2 1.534, C5 1.540, H13 1.093, H14 1.097
7 H 1.14 1.83 -1.87  O1 0.965
8 H -0.88 0.51 -1.78  C2 1.101
9 H -0.55 2.23 0.22  C3 1.087
10 H 0.23 0.83 2.26  C4 1.086
11 H 1.90 -0.72 0.76  C5 1.094
12 H 0.58 -1.68 1.46  C5 1.097
13 H 0.93 -1.50 -1.31  C6 1.093
14 H -0.70 -1.55 -0.60  C6 1.097
15 H -2.28 -0.26 1.01  H16 0.744
16 H -2.66 -0.87 1.19  H15 0.744

Summary:
- calculated total energy (eV) = -7393.058
- SMILES string = O[C@@H]1C=CCC1.[H][H]
- energy relative to the best compared isomer or geometry (same formula, charge and spin) (kJ/mol) = 164.73
- gap between HOMO and LUMO (eV) = 10.53